[1]
Entry from the OMol25 dataset: a structure of composition C36H47BBr2HgN10OP (ωB97M-V/def2-TZVPD).

HOMO level (alpha / beta)   -5.2 / -8.3 eV
LUMO level (alpha / beta)   0.48 / 0.16 eV
Energy relative to the best compared isomer or geometry (same formula, charge and spin)   0.00 kcal/mol
Net charge   0
<S²>   0.771
2S+1   2

XYZ file:
```
99
C36H47BBr2HgN10OP | the OMol25 dataset | ωB97M-V/def2-TZVPD
Hg -1.786 -0.175 0.072
Br 0.334 -6.536 1.391
Br -6.509 -3.820 3.855
P 3.109 -0.687 -1.491
O 1.179 2.706 -0.892
N -2.416 1.972 0.779
N 0.912 3.030 1.331
N -3.113 2.756 -0.065
N -1.096 -2.195 0.542
N -4.067 0.022 -1.102
N -3.380 -1.191 1.658
N -1.280 0.955 -1.863
N 0.076 0.195 2.421
N -2.045 1.998 -2.249
N -4.368 1.224 -1.630
C -0.264 -4.774 1.055
C 0.696 3.356 0.022
C -4.092 -3.339 2.471
C -0.532 -0.519 3.366
C -0.410 1.819 -3.731
C -2.477 2.535 1.980
C 0.104 -2.629 0.125
C 3.806 1.424 -3.146
C 3.496 -1.394 1.177
C -5.143 -0.737 -1.246
C -4.499 -0.664 2.141
C 5.545 -1.696 -0.241
C -3.136 -2.524 1.801
C -5.221 -2.756 2.965
C 3.174 -1.729 -3.037
C -0.267 -0.379 4.720
C 2.187 -2.892 -2.926
C 4.538 -2.233 -3.498
C 4.452 1.634 -0.738
C -3.227 3.714 1.926
C -0.142 4.590 -0.199
C 4.309 0.663 -1.912
C 4.017 -1.724 -0.226
C 1.694 1.869 1.714
C 0.686 0.544 5.111
C -0.288 0.847 -2.736
C 0.584 -3.889 0.345
C -1.914 -3.034 1.274
C -5.462 -1.381 2.818
C 1.003 1.077 2.798
C -5.627 1.223 -2.104
C -1.540 2.525 -3.378
C -6.170 -0.025 -1.883
C 1.336 1.279 4.132
C -1.476 -4.368 1.508
C -3.612 3.807 0.601
B -3.366 2.389 -1.559
H -2.094 -5.050 2.072
H 4.812 1.147 0.170
H 2.765 1.728 -3.010
H 1.557 -4.190 -0.009
H 0.455 3.570 2.046
H -2.028 3.360 -3.853
H -1.270 -1.237 3.027
H 4.922 -2.992 -2.814
H 3.803 -0.389 1.479
H -6.045 2.102 -2.565
H -1.991 2.067 2.822
H -0.473 4.606 -1.233
H 5.277 -1.435 -3.574
H 0.478 0.102 -2.591
H 3.898 0.834 -4.058
H 0.242 1.989 -4.570
H 0.467 5.476 -0.006
H 4.393 2.336 -3.278
H 5.932 -2.411 0.490
H 0.927 0.684 6.157
H 5.927 -0.712 0.035
H 1.179 -2.550 -2.686
H -4.632 0.400 1.966
H 2.492 -3.603 -2.154
H -7.156 -0.370 -2.142
H 5.164 2.421 -0.999
H 2.781 -1.047 -3.799
H -3.457 4.392 2.729
H 0.709 -1.903 -0.408
H 5.964 -1.953 -1.213
H 3.487 2.097 -0.529
H 2.407 -1.439 1.230
H -5.139 -1.754 -0.887
H -1.004 4.611 0.468
H 2.104 1.997 4.391
H -4.202 4.549 0.090
H -3.831 3.351 -2.107
H 4.451 -2.699 -4.483
H 5.283 0.218 -2.133
H 3.902 -2.095 1.912
H -0.796 -0.988 5.441
H 1.809 1.258 0.819
H -6.356 -0.913 3.198
H 2.137 -3.443 -3.868
H 2.688 2.165 2.063
H 3.695 -2.748 -0.458
H -3.945 -4.402 2.578
```

=====

[2]
Entry from the OMol25 dataset: a structure of composition C36H47Cl2GdIN8O2PS3 at a distorted geometry (ωB97M-V/def2-TZVPD).

HOMO level (alpha / beta)   0.2 / -0.3 eV
LUMO level (alpha / beta)   3.80 / 3.80 eV
Net charge   -2
<S²>   16.269
2S+1   8

XYZ file:
```
101
C36H47Cl2GdIN8O2PS3 | the OMol25 dataset | ωB97M-V/def2-TZVPD
Gd -0.578 -0.298 0.215
I -2.995 -0.555 -2.303
Cl -0.241 1.180 5.965
Cl 1.506 -0.954 6.929
S -0.032 -1.859 2.723
S 1.096 1.189 -4.292
S -2.727 -2.540 3.928
P 2.262 -2.033 0.457
O -4.716 2.330 -0.422
O -2.498 2.182 -0.652
N 3.675 -3.633 -1.379
N 5.001 -2.777 0.494
N -2.187 -0.206 2.906
N -1.485 0.700 2.153
N 3.414 -4.585 0.855
N -2.407 3.645 -2.824
N 0.528 -0.137 -1.906
N -0.438 3.301 0.860
C 4.076 -1.697 0.853
C -1.763 -2.149 -3.018
C -1.775 4.355 2.575
C 0.627 -0.297 5.533
C -3.712 2.529 -1.057
C -2.517 5.098 -2.691
C 1.794 2.258 1.100
C 0.419 2.209 0.357
C -3.929 5.450 -3.164
C -0.659 -4.462 -3.998
C -0.934 -3.846 0.141
C -0.924 5.661 0.774
C 4.691 -4.002 1.221
C 4.938 -3.063 -0.937
C -0.604 -5.124 -0.364
C -4.759 4.264 -2.648
C -1.103 -3.507 -4.870
C -1.612 5.578 2.020
C -0.746 -4.271 -2.600
C -1.779 1.947 2.489
C 2.314 3.686 1.344
C -1.708 -2.341 -4.370
C -1.654 -1.360 3.107
C 2.300 -3.728 1.269
C -3.734 3.117 -2.488
C 0.777 0.408 -2.914
C -0.433 -5.317 -1.706
C -1.226 -3.035 -2.055
C 3.388 -4.821 -0.584
C 2.812 1.548 0.207
C -0.366 4.522 0.281
C 1.714 1.546 2.455
C 2.587 -2.653 -1.279
C -1.294 3.146 1.974
C -3.762 -2.999 2.503
C -1.210 -2.734 -0.646
H 4.147 -5.577 -0.819
H 5.120 -2.136 -1.487
H 4.688 -3.784 2.292
H 5.734 -3.780 -1.170
H -5.214 4.482 -1.682
H 5.480 -4.731 1.005
H -1.858 2.582 -1.284
H -4.587 -3.602 2.879
H -3.960 5.491 -4.256
H 2.424 0.578 -0.107
H 2.402 -5.196 -0.861
H -2.411 5.354 -1.636
H -5.557 3.996 -3.340
H 1.431 0.500 2.317
H -2.316 4.244 3.506
H -2.126 3.382 -3.760
H 2.678 1.586 2.980
H -0.108 -6.273 -2.106
H -2.441 2.047 3.347
H 2.343 4.258 0.413
H 3.757 1.398 0.739
H -0.956 -3.751 1.220
H 2.821 -1.793 -1.912
H -4.134 -2.086 2.042
H 4.154 -1.511 1.930
H 4.393 -0.793 0.327
H -4.274 6.409 -2.773
H -0.812 6.601 0.252
H -3.171 -3.568 1.789
H -0.077 -1.038 5.186
H 2.340 -3.581 2.352
H -2.005 6.474 2.483
H -0.253 -5.400 -4.365
H -3.981 2.262 -3.121
H -2.132 -1.614 -5.047
H 0.959 2.019 3.087
H 1.665 -3.096 -1.662
H -1.730 5.600 -3.252
H 3.009 2.135 -0.694
H 0.192 4.549 -0.647
H 1.347 -0.070 4.757
H -1.034 -3.658 -5.941
H 1.370 -4.235 1.042
H 0.672 2.528 -0.669
H -0.424 -5.945 0.325
H 1.684 4.225 2.057
H 3.331 3.649 1.747
```

=====

[3]
Entry from the OMol25 dataset: a structure of composition C36H47FN7O11SiY (ωB97M-V/def2-TZVPD).

HOMO level   -7.7 eV
LUMO level   0.31 eV
Energy relative to the best compared isomer or geometry (same formula, charge and spin)   6.96 kcal/mol
Net charge   0
2S+1   1

XYZ file:
```
104
C36H47FN7O11SiY | the OMol25 dataset | ωB97M-V/def2-TZVPD
Y -0.731 -1.631 0.263
Si 0.266 -0.161 3.754
F 1.777 -4.452 -7.146
O -0.687 -3.200 -1.370
O 2.153 -6.213 -2.096
O -0.122 -2.757 -3.499
O -2.549 -3.356 0.927
O 4.208 -5.421 -6.063
O -2.343 -0.713 -0.689
O -3.919 -4.228 2.458
O 1.301 -1.007 -1.250
O -4.543 -0.609 -1.131
O -3.120 3.524 0.248
O -2.831 -0.877 1.966
N 0.248 -1.221 2.389
N -0.011 0.918 0.388
N 3.111 -5.817 -4.112
N -2.948 5.742 -0.181
N 0.355 -3.315 1.522
N -1.033 4.420 -0.025
N 0.873 -5.304 -3.769
C -0.295 10.696 -1.310
C -0.371 -1.089 5.286
C -0.327 -3.504 -2.551
C -3.853 -0.320 1.116
C -1.915 9.287 0.001
C -3.244 -1.966 2.745
C 1.253 1.091 0.784
C -0.247 -5.034 -2.873
C -0.259 3.292 0.242
C 0.764 -4.595 1.545
C -1.408 7.063 -1.557
C 2.430 -4.078 3.178
C 1.829 2.342 0.915
C 1.951 -2.791 3.242
C -2.413 4.485 0.025
C 0.824 -4.845 -5.063
C -2.549 8.091 0.284
C 0.032 -5.588 0.693
C 1.987 0.501 4.240
C 1.065 3.461 0.638
C 1.806 -5.012 2.356
C -0.746 1.991 0.119
C -3.202 -3.243 1.939
C 1.876 1.052 -2.518
C 1.068 -0.233 -2.442
C -2.288 6.958 -0.483
C 2.636 -1.479 -1.071
C 1.887 -4.879 -5.879
C 3.160 -2.310 -2.231
C -3.590 -0.585 -0.383
C 3.174 -5.368 -5.437
C 2.047 -5.808 -3.239
C -0.822 1.353 3.477
C 0.864 -2.420 2.420
C -0.764 8.264 -1.818
C -0.997 9.393 -1.041
H 0.001 -0.012 -2.421
H -0.106 -0.559 6.203
H -2.516 -2.065 3.555
H 3.302 -0.631 -0.878
H -2.128 10.157 0.612
H 3.286 -4.367 3.777
H -4.236 -1.821 3.176
H -0.325 -6.412 1.313
H 4.036 -2.869 -1.903
H -3.916 5.804 0.086
H -1.769 1.094 3.005
H -0.078 8.327 -2.654
H 1.254 -0.854 -3.313
H 3.970 -6.188 -3.734
H -1.458 -1.203 5.277
H 2.396 -2.056 3.897
H -1.247 6.208 -2.201
H -3.249 8.026 1.108
H 2.597 -2.094 -0.168
H 1.897 1.494 4.689
H 0.257 11.021 -0.427
H 0.404 10.604 -2.139
H -1.176 -5.315 -3.369
H -1.767 1.822 -0.192
H 2.119 -6.046 2.337
H 2.655 0.585 3.381
H -4.838 -0.705 1.376
H -3.847 0.762 1.267
H -3.824 -5.017 1.905
H -1.016 11.478 -1.553
H -1.038 1.826 4.438
H -0.541 5.298 -0.017
H -0.325 2.097 2.850
H 1.671 1.710 -1.674
H 1.819 0.203 1.020
H 3.445 -1.692 -3.083
H -0.124 -4.458 -5.401
H 2.470 -0.144 4.978
H -0.808 -5.109 0.197
H 1.597 1.570 -3.436
H -0.120 -5.614 -1.970
H 0.713 -6.001 -0.050
H 2.393 -3.012 -2.555
H 1.479 4.458 0.736
H 2.949 0.857 -2.557
H 0.070 -2.087 5.339
H 2.857 2.437 1.237
```

=====

[4]
Entry from the OMol25 dataset: a structure of composition C36H47GeN3RuS2Si (ωB97M-V/def2-TZVPD).

HOMO level   -6.8 eV
LUMO level   -0.06 eV
Energy relative to the best compared isomer or geometry (same formula, charge and spin)   0.00 kcal/mol
Net charge   0
2S+1   1

XYZ file:
```
91
C36H47GeN3RuS2Si | the OMol25 dataset | ωB97M-V/def2-TZVPD
Ru 0.247 0.420 -0.115
Ge 3.591 0.416 -1.408
S -0.782 -1.797 -0.304
S -1.082 1.995 -1.082
Si -2.135 -4.135 1.924
N 0.896 3.492 0.072
N -0.680 2.774 1.589
N -0.244 -0.432 1.797
C 2.910 -0.006 -4.127
C -0.793 -1.613 1.429
C -2.927 4.865 1.737
C -0.052 -0.116 3.078
C 4.552 1.542 -0.147
C 3.275 -2.419 -0.795
C 0.219 6.580 -0.612
C 5.882 -3.107 -1.468
C -3.098 3.411 1.299
C -3.067 5.080 3.240
C 3.918 2.145 -3.819
C 3.203 1.457 -6.009
C 2.764 0.251 -5.481
C 5.852 2.988 1.867
C 1.761 0.370 -0.727
C -2.065 2.459 1.906
C -2.630 -4.980 3.522
C 1.041 4.676 -2.133
C 3.491 0.936 -3.276
C -1.069 -2.162 3.717
C 5.462 -1.790 -1.575
C 4.997 -4.082 -1.026
C 3.779 2.404 -5.176
C 1.578 3.589 -1.207
C -1.275 -2.520 2.393
C -3.663 -3.758 0.922
C 4.155 -1.433 -1.239
C 5.173 1.817 2.179
C -0.962 -5.244 0.986
C -0.444 -0.968 4.085
C 5.239 2.716 -0.443
C 1.236 6.113 -1.649
C 5.886 3.435 0.555
C 3.697 -3.739 -0.690
C -0.154 2.562 0.291
C 4.532 1.103 1.179
H -1.951 5.228 1.400
H -0.019 4.486 -2.321
H -1.765 -5.236 4.137
H -2.247 4.625 3.800
H 4.348 2.916 -3.193
H 0.335 7.644 -0.395
H 5.291 3.089 -1.457
H -0.800 6.425 -0.977
H -0.373 3.660 1.966
H 6.164 -1.039 -1.923
H 2.250 6.225 -1.249
H 6.356 3.548 2.644
H 1.533 2.632 -1.737
H 6.897 -3.375 -1.731
H 2.633 3.790 -0.991
H 1.548 4.546 -3.095
H -4.355 -3.143 1.503
H -3.044 3.354 0.211
H -3.305 -4.363 4.119
H -4.096 3.056 1.577
H 6.417 4.344 0.304
H -0.281 -0.709 5.121
H 3.091 1.659 -7.066
H 4.117 3.350 -5.580
H 1.183 6.781 -2.513
H 2.253 -2.164 -0.533
H -0.091 -5.482 1.600
H -3.076 6.141 3.492
H 2.307 -0.490 -6.124
H 3.004 -4.498 -0.348
H 0.396 0.854 3.255
H 5.324 -5.111 -0.943
H 0.313 6.028 0.321
H -3.996 4.643 3.615
H -4.180 -4.681 0.649
H -2.270 1.432 1.599
H -3.155 -5.911 3.293
H 2.563 -0.954 -3.731
H -0.615 -4.768 0.068
H -2.151 2.472 2.996
H -1.397 -2.832 4.504
H 1.522 3.526 0.864
H -3.414 -3.219 0.008
H 4.007 0.189 1.439
H 5.146 1.461 3.200
H -1.457 -6.182 0.724
H -3.661 5.482 1.215
```

=====

[5]
Entry from the OMol25 dataset: a structure of composition C36H47N12O3STi at a distorted geometry (ωB97M-V/def2-TZVPD).

HOMO level   -10.0 eV
LUMO level   -3.05 eV
Energy relative to the best compared isomer or geometry (same formula, charge and spin)   21.72 kcal/mol
Net charge   +1
2S+1   1

XYZ file:
```
100
C36H47N12O3STi | the OMol25 dataset | ωB97M-V/def2-TZVPD
Ti -0.070 0.080 -0.138
S 2.744 -0.069 -0.421
O 0.292 -1.172 -1.469
O -1.348 -0.056 1.155
O 2.951 -4.328 -0.847
N 0.220 1.458 -1.933
N 0.455 -1.786 0.847
N 1.002 0.981 1.600
N -2.175 -0.116 -1.303
N -3.432 -1.591 -0.023
N -0.897 2.580 0.570
N 1.055 -2.690 0.014
N -4.449 0.296 -0.558
N 1.965 1.505 -3.623
N 2.221 2.691 -1.785
N 2.074 0.358 2.136
N 3.892 -0.960 1.787
C 0.938 -2.270 -1.219
C 2.057 3.284 -0.487
C -2.624 4.218 0.806
C -4.643 -1.639 0.766
C 0.299 -2.125 2.078
C -4.968 1.328 -1.440
C -2.473 4.196 2.185
C -0.537 -1.374 2.967
C -5.436 -0.453 0.216
C -0.609 -1.683 4.331
C 3.261 2.160 -3.779
C 3.763 -2.295 3.879
C 1.407 1.017 -4.873
C 1.382 1.844 -2.428
C -2.158 0.918 -2.323
C 2.712 -4.352 -4.451
C 1.703 -3.421 -4.691
C -2.411 -0.134 4.605
C -3.285 -0.425 -0.695
C 1.128 -2.768 -3.624
C 4.243 -1.018 3.199
C -0.697 2.614 1.895
C 3.521 2.776 -2.412
C -1.812 3.389 0.051
C -1.488 3.398 2.736
C 2.528 -3.998 -2.074
C -1.406 -0.399 2.423
C 0.442 1.846 2.394
C 0.995 2.107 3.759
C -0.772 1.010 -2.920
C 3.119 -4.637 -3.164
C 1.528 -3.039 -2.311
C -2.505 -2.689 0.006
C -2.368 0.181 3.265
C -1.518 -1.058 5.153
C 2.892 -0.219 1.280
H 0.693 0.218 -4.735
H -2.448 1.898 -1.944
H -3.151 0.340 5.238
H 3.182 -4.866 -5.279
H 0.943 1.827 -5.446
H 2.678 -2.367 3.795
H 3.786 -0.159 3.682
H -2.105 -2.844 1.011
H -5.948 1.615 -1.066
H -5.155 -2.591 0.618
H 4.014 1.421 -4.050
H 3.843 3.817 -2.467
H 5.328 -0.931 3.283
H 3.899 -5.361 -2.967
H -1.869 3.403 -1.031
H 2.752 2.843 0.232
H 1.039 3.137 -0.155
H -1.694 -2.488 -0.687
H -4.419 -1.529 1.832
H 0.641 1.347 4.462
H -5.093 0.977 -2.468
H -3.345 4.865 0.328
H 0.715 3.092 4.126
H 2.390 -3.866 -0.190
H -3.017 -3.604 -0.301
H 4.028 -2.277 4.937
H -1.340 3.367 3.805
H 0.072 -2.425 4.734
H -4.344 2.217 -1.439
H 1.380 -3.209 -5.702
H -6.270 -0.773 -0.415
H 3.214 2.911 -4.575
H 4.261 2.210 -1.838
H 2.263 4.356 -0.564
H -3.096 4.812 2.821
H 2.232 0.621 -5.463
H 2.080 2.034 3.725
H 0.342 -2.038 -3.774
H 4.212 -3.180 3.427
H -1.555 -1.290 6.208
H -3.053 0.897 2.827
H -0.527 0.019 -3.307
H 0.737 -3.062 2.415
H 4.495 -1.412 1.122
H -0.827 1.723 -3.746
H -2.833 0.658 -3.145
H -5.833 0.179 1.011
```

=====

Q: Among the records above, which one has the highest net charge?
A: C36H47N12O3STi